C20H23N3O2S2 in the gas phase at a distorted geometry, computed with ωB97M-V/def2-TZVPD.

CARTESIAN COORDINATES (ANGSTROEM)
C  6.1281  -0.8707  -1.5783
C  4.7745  -0.0463  -1.6970
C  5.0142  1.2472  -2.5411
C  3.7056  -0.9785  -2.4190
C  2.6753  -1.6835  -1.5040
C  1.8058  -2.5635  -2.3829
C  3.3320  -2.5360  -0.4005
C  1.9563  -0.5063  -0.7980
C  0.5233  -0.2650  -0.8199
C  -0.0992  0.7011  0.0559
N  -1.4383  0.7343  0.1412
C  -2.3107  0.7986  1.2460
S  -2.0530  1.3253  2.9426
N  -3.5024  0.7275  0.9586
C  -4.6797  0.8770  1.6077
C  -5.1752  2.1341  1.9863
C  -6.5371  2.1920  2.4155
C  -7.4466  1.1265  2.4985
N  -8.8353  1.2827  2.8184
O  -9.1015  2.4130  3.3796
O  -9.5435  0.2790  2.6215
C  -6.7749  -0.0803  2.3844
C  -5.4365  -0.2378  1.7940
C  0.7052  1.4175  0.9204
C  2.0287  1.3440  0.7313
C  2.6841  0.3979  -0.0253
S  4.5119  0.5407  -0.0694
H  6.6664  -0.9679  -2.5353
H  6.9557  -0.4795  -0.8899
H  5.9455  -1.8861  -1.1838
H  5.1720  0.9514  -3.5449
H  5.9580  1.7050  -2.1631
H  4.1578  1.9868  -2.5419
H  4.2358  -1.6989  -3.1224
H  3.1320  -0.3820  -3.0607
H  2.4554  -3.4386  -2.5615
H  0.8196  -2.7481  -1.8683
H  1.5706  -2.1335  -3.3588
H  3.8825  -2.0954  0.3567
H  2.4576  -2.9934  0.1419
H  3.9174  -3.3926  -0.8939
H  -0.0648  -0.8803  -1.4406
H  -1.8218  0.3721  -0.6533
H  -1.5221  0.1384  3.4211
H  -4.5473  2.9607  1.9447
H  -6.8887  3.1755  2.7201
H  -7.3596  -0.9418  2.6178
H  -4.9779  -1.1534  1.5014
H  0.2605  2.1504  1.6059
H  2.6844  1.9805  1.2423

Force components x, y, z for each atom (eV/Å):
C 1.0 0.1 0.4
C 1.6 -0.7 -2.0
C 0.0 0.1 0.9
C 1.6 -0.7 0.9
C 0.7 1.9 0.3
C -0.5 -0.1 0.6
C -2.1 -3.0 -1.7
C -2.0 0.2 0.0
C 2.2 1.0 1.6
C 3.2 -2.2 -0.1
N -0.8 1.0 2.9
C 1.0 1.0 -0.3
S 1.6 -1.0 0.6
N -1.7 -0.5 -2.3
C 0.0 0.9 0.2
C -3.3 -2.2 0.7
C 1.0 2.2 -0.3
C 3.8 0.1 -0.4
N -0.1 1.0 1.9
O -0.5 -3.7 -1.9
O 0.5 2.6 0.6
C 0.9 -1.5 -1.9
C -3.5 0.6 2.0
C -1.8 1.1 -0.1
C 1.8 -0.5 0.3
C 1.0 0.1 -0.7
S -2.4 -0.6 1.7
H -0.6 0.0 0.0
H -1.5 0.1 -0.7
H -0.2 0.4 -0.3
H 0.3 -0.2 -1.3
H -0.8 0.0 -0.3
H 0.9 -0.9 0.4
H -0.3 0.6 1.1
H -0.8 1.1 -1.0
H -1.0 -0.1 0.0
H 1.1 -0.5 -0.5
H 0.1 0.2 0.1
H 1.3 1.3 1.0
H 0.8 0.0 -0.4
H -0.7 1.2 0.8
H -0.8 -0.6 -0.6
H -2.1 -1.0 -2.1
H -0.2 0.9 -0.4
H 0.7 1.5 0.0
H -0.1 -0.1 -0.2
H -0.1 -0.8 -0.1
H -0.3 -0.9 0.2
H 0.3 -0.4 -0.3
H 0.6 1.1 0.9

Results of the Löwdin charge analysis, in e, for atoms 1 through 2: -0.1283 -0.7769



C11H23N2O4PS in the gas phase at a distorted geometry, computed with ωB97M-V/def2-TZVPD.

CARTESIAN COORDINATES (ANGSTROEM)
O  0.4884  1.7493  -0.0389
O  -2.2324  0.7404  -0.1700
O  -2.8493  0.2041  1.9723
O  -0.5073  -0.0851  1.5120
N  0.3738  -0.7026  -0.9667
N  2.0256  0.1411  1.1074
C  -2.7678  3.4132  1.5705
C  -1.2523  2.5335  3.3792
C  0.1823  -2.1566  -0.8689
C  0.4435  -0.1409  -2.2999
C  2.1786  0.7475  2.4674
C  3.1143  0.5846  0.2688
C  0.1517  -2.5676  -2.3652
C  0.6664  -1.3730  -3.1634
C  3.6687  0.7295  2.6688
C  4.2982  0.5065  1.2623
C  -1.5538  2.5453  1.8846
P  0.4714  0.3458  0.3963
S  -1.7680  0.8465  1.2006
H  -2.6069  4.3841  2.0456
H  -2.8366  3.5553  0.5063
H  -3.7166  2.9652  1.9154
H  -0.9190  3.4993  3.7034
H  -2.1025  2.2044  3.9863
H  -0.3766  1.8684  3.5518
H  0.9877  -2.6849  -0.3525
H  -0.7609  -2.4401  -0.4523
H  1.2732  0.5560  -2.4377
H  -0.4851  0.3589  -2.5661
H  1.6622  0.1945  3.2331
H  1.9035  1.7893  2.4615
H  3.2355  -0.0501  -0.5970
H  3.0257  1.6320  -0.0502
H  0.7300  -3.4480  -2.5578
H  -0.8789  -2.7423  -2.5990
H  0.1275  -1.3295  -4.1472
H  1.7354  -1.4827  -3.3428
H  3.9896  -0.0853  3.3268
H  3.9950  1.6825  3.1276
H  4.7151  -0.5013  1.2030
H  5.1410  1.1922  1.0595
H  -0.7448  3.0461  1.3905

Force components x, y, z for each atom (eV/Å):
O -1.3 0.5 -0.1
O 2.4 1.1 0.0
O 2.3 1.3 0.8
O -0.6 -0.1 1.2
N 0.2 1.2 3.7
N -2.5 -1.0 0.8
C -0.7 -0.9 0.0
C 0.6 -1.8 -0.1
C 0.8 0.2 -1.5
C -0.3 -0.3 -0.6
C 0.5 -0.4 -1.3
C 1.1 0.8 0.9
C -0.1 0.6 0.6
C -0.3 -0.3 -1.0
C 1.4 0.1 0.2
C 0.4 -0.2 -0.1
C 0.2 0.7 0.5
P 7.0 -0.8 -5.0
S -8.9 -1.2 0.9
H 0.0 -0.2 0.0
H -0.1 0.2 -0.5
H 0.4 0.2 0.0
H -0.1 0.7 0.0
H 0.2 0.0 -0.2
H -0.6 0.2 0.2
H 0.1 0.4 0.2
H -0.6 0.1 0.7
H -0.2 0.1 0.3
H -0.1 0.2 0.1
H -0.5 -0.2 0.1
H -0.7 0.5 0.0
H 0.0 -0.2 -0.2
H -0.4 -0.1 -0.1
H 0.2 -0.6 -0.1
H -0.5 -0.3 -0.4
H 0.7 0.2 0.8
H 0.0 -0.1 -0.2
H -0.1 0.2 0.0
H 0.0 -0.5 -0.2
H 0.0 0.0 0.1
H -0.6 -0.1 -0.1
H 0.7 -0.4 -0.5

Results of the Löwdin charge analysis, in e, for atoms 1 through 2: -0.2565 -0.2689



Number 1: frontier orbital gap 7.05 eV, LUMO -0.75 eV. Number 2: frontier orbital gap 9.84 eV, LUMO 0.80 eV.